# 1
The following is a quantum chemistry calculation of C26H50N5OSbSi3Ti as an isolated structure in a non-equilibrium geometry, from the OMol25 dataset.

## Properties
- Frontier orbital gap (alpha / beta): 6.8 / 6.8 eV
- Total charge: +2
- Energy: -3327.54761 Eh
- Relative energy (zero: lowest compared OMol25 entry of this formula, charge and spin): 0.0 kJ/mol

Structure (XYZ):
```
87
Properties=species:S:1:pos:R:3:forces:R:3:mulliken_charge:R:1
Ti -0.794 -0.402 1.126 1.1 1.4 -2.2 -0.563
N -0.957 -2.182 -0.279 -0.1 -0.2 0.2 -0.191
C -2.119 -3.106 -0.339 -0.1 0.0 0.0 -0.551
C -3.179 -2.571 -1.296 0.0 0.0 0.0 -1.105
C -3.545 -1.100 -1.077 0.0 -0.1 -0.1 -0.406
C -3.970 -0.788 0.355 -0.1 0.0 0.1 -0.765
N -2.964 0.070 1.055 0.0 0.0 0.2 -0.309
H -0.831 -1.753 -1.192 0.1 0.0 0.0 0.328
H -0.103 -2.717 -0.132 0.0 0.0 0.0 0.166
H -2.514 -3.221 0.673 0.0 0.0 0.0 0.247
H -1.805 -4.097 -0.668 0.0 0.0 0.0 0.475
H -4.071 -3.192 -1.197 0.0 0.0 0.0 0.361
H -2.832 -2.699 -2.324 0.0 0.0 0.0 0.427
H -4.346 -0.836 -1.766 0.0 0.0 0.0 0.452
H -2.705 -0.451 -1.355 0.0 0.0 0.0 0.234
H -4.073 -1.703 0.938 0.0 0.0 0.0 0.510
H -4.938 -0.286 0.381 0.0 0.0 0.0 0.338
H -3.321 0.259 1.991 0.0 0.1 0.0 0.331
H -2.954 0.988 0.609 0.0 0.0 0.0 0.223
C 3.946 2.418 1.845 0.0 0.0 -0.1 -1.462
Sb 2.898 0.968 0.675 -0.1 0.1 0.0 0.374
C 0.867 2.009 0.863 0.5 -0.3 0.2 -0.102
C 0.301 2.181 2.227 0.3 0.0 -0.1 0.645
C 0.635 3.228 3.084 -0.1 0.1 0.0 -1.130
C 0.022 3.332 4.316 0.1 0.1 -0.1 -0.777
C -0.908 2.373 4.696 -0.1 -0.2 -0.1 -1.139
C -1.169 1.346 3.815 -0.2 0.0 0.3 -0.333
N -0.597 1.237 2.607 0.1 -0.2 -0.1 1.062
Si 0.791 3.560 -0.328 -0.1 0.0 -0.1 0.191
C 1.816 3.182 -1.839 -0.1 0.0 0.0 -1.057
C 1.365 5.131 0.492 0.0 0.0 0.0 -1.144
C -1.028 3.677 -0.740 0.0 0.0 0.0 -1.119
C 3.051 -0.880 1.989 -0.1 -0.1 0.1 2.529
C 1.926 -1.861 2.132 0.3 0.1 0.0 -2.679
C 2.196 -3.241 2.300 0.1 0.2 -0.1 -0.436
C 1.241 -4.131 2.715 -0.2 0.0 0.1 -0.983
C -0.056 -3.680 2.993 0.1 0.0 0.0 -1.201
C -0.291 -2.361 2.732 0.0 0.1 0.1 -0.379
N 0.636 -1.486 2.273 -0.2 0.1 -0.1 1.620
Si 3.526 -0.552 3.860 -0.1 0.0 0.0 0.050
C 3.398 -2.142 4.853 0.0 0.0 0.0 -1.305
C 5.258 0.110 4.079 0.0 0.0 0.0 -1.106
C 2.281 0.594 4.652 0.0 0.0 0.0 -0.718
Si 4.582 -1.664 1.038 -0.1 -0.1 0.0 0.398
C 5.539 -2.976 1.989 0.0 0.1 0.0 -1.321
C 5.848 -0.348 0.600 0.0 0.0 0.0 -1.269
C 3.899 -2.412 -0.539 0.0 0.0 0.0 -1.099
H 3.818 3.370 1.327 0.0 0.0 0.0 0.340
H 5.006 2.179 1.833 0.0 0.0 0.0 0.567
H 3.598 2.513 2.869 0.0 0.0 0.0 0.387
H 1.369 3.955 2.770 0.0 0.0 0.0 0.622
H 0.268 4.150 4.981 0.0 0.0 0.0 0.527
H -1.409 2.412 5.651 0.0 0.0 0.0 0.496
H -1.872 0.564 4.087 0.0 0.0 0.0 0.410
H 2.855 3.496 -1.723 0.0 -0.1 0.0 0.320
H 1.406 3.738 -2.685 0.0 0.0 0.0 0.465
H 1.798 2.125 -2.110 0.0 0.0 0.0 0.333
H 2.378 5.078 0.895 0.0 0.0 0.0 0.364
H 0.689 5.478 1.273 0.0 0.0 0.0 0.359
H 1.374 5.904 -0.281 0.0 0.0 0.0 0.466
H -1.332 2.887 -1.429 0.0 0.0 0.0 0.300
H -1.243 4.632 -1.223 0.0 0.0 0.0 0.471
H -1.644 3.625 0.162 0.0 0.0 0.0 0.306
H 3.201 -3.596 2.146 0.0 0.0 0.0 0.172
H 1.498 -5.173 2.853 0.0 0.0 0.0 0.504
H -0.830 -4.327 3.377 0.0 0.0 0.0 0.572
H -1.294 -1.938 2.907 0.1 -0.1 0.0 0.546
H 3.954 -2.990 4.453 0.0 0.0 0.0 0.324
H 2.363 -2.453 5.005 0.0 0.0 0.0 0.326
H 3.811 -1.925 5.841 0.0 0.0 0.0 0.498
H 6.027 -0.565 3.704 0.0 0.0 0.0 0.311
H 5.414 0.199 5.157 0.0 0.0 0.0 0.512
H 5.426 1.095 3.651 0.0 0.0 0.0 0.349
H 1.265 0.204 4.547 0.0 0.0 0.0 0.118
H 2.301 1.608 4.260 0.0 0.0 0.0 0.073
H 2.496 0.652 5.722 0.0 0.0 0.0 0.604
H 5.676 -2.759 3.048 0.0 0.0 0.0 0.378
H 6.537 -3.015 1.544 0.0 0.0 0.0 0.510
H 5.131 -3.983 1.898 0.0 0.0 0.0 0.490
H 6.254 0.170 1.468 0.0 0.0 0.0 0.400
H 5.539 0.390 -0.140 0.0 0.0 0.0 0.385
H 6.677 -0.898 0.144 0.0 0.0 0.0 0.500
H 3.328 -3.324 -0.355 0.0 0.0 0.0 0.334
H 4.722 -2.680 -1.204 0.0 0.0 0.0 0.430
H 3.261 -1.709 -1.082 0.0 0.0 0.0 0.272
O 0.163 0.206 -0.683 0.2 -1.4 -0.3 -0.747
N 0.023 0.988 0.336 -1.6 0.5 2.0 1.088
```
Positions in Å, forces in eV/Å.

---

# 2
The following is a quantum chemistry calculation of a 4-piece molecular cluster, C26H50NO2 overall in a non-equilibrium geometry, from the OMol25 dataset.

## Properties
- Frontier orbital gap: 6.2 eV
- Total charge: -1
- Energy: -1225.82105 Eh

Structure (XYZ):
```
79
Properties=species:S:1:pos:R:3:forces:R:3:mulliken_charge:R:1
N 3.506 4.927 0.397 1.1 -0.1 0.5 -0.520
C 4.795 5.362 1.007 1.4 0.4 0.4 -0.038
C 5.581 6.383 0.013 2.3 2.3 -4.0 0.259
O 5.686 7.617 0.354 -0.8 -3.4 0.4 -0.716
O 6.107 5.995 -1.203 -2.6 -0.2 5.0 -0.738
C 5.758 4.152 1.452 1.7 -2.2 1.5 0.272
C 6.534 3.235 0.468 0.5 -0.8 3.4 -0.099
C 7.485 2.108 1.014 -1.9 2.3 2.6 -0.544
C 7.637 1.918 2.539 -2.1 2.3 -1.0 -0.327
C 6.837 2.797 3.527 -0.6 0.8 -3.3 -0.391
C 5.902 3.908 2.996 1.9 -2.1 -2.5 -0.381
H 3.107 4.242 1.054 0.2 0.1 -0.8 0.278
H 3.761 4.493 -0.502 -0.4 0.0 0.6 0.186
H 4.585 5.991 1.954 0.3 -1.1 -1.5 0.340
H 6.418 3.374 -0.658 0.2 0.1 1.8 0.406
H 8.100 1.433 0.323 -1.1 1.2 1.0 0.279
H 8.341 1.128 2.977 -1.2 1.3 -0.9 0.267
H 6.923 2.642 4.658 -0.1 0.2 -1.9 0.268
H 5.295 4.574 3.709 1.1 -1.2 -1.2 0.195
C 2.904 1.479 -2.421 0.0 0.0 -0.2 -1.200
C 2.087 2.757 -2.553 0.1 0.0 0.2 -0.676
C 1.148 2.997 -1.371 -0.1 0.1 0.0 -0.380
C 0.067 1.930 -1.167 0.1 -0.1 0.0 -0.333
C -0.856 1.702 -2.366 0.0 0.0 0.2 -0.621
C -1.672 2.933 -2.737 0.0 0.0 -0.2 -1.268
H 2.266 0.592 -2.395 0.0 0.0 0.0 0.291
H 3.580 1.374 -3.274 0.0 0.0 0.1 0.384
H 3.509 1.496 -1.511 0.0 0.0 0.0 0.285
H 1.525 2.739 -3.492 0.0 0.0 0.0 0.346
H 2.777 3.605 -2.625 -0.1 0.0 0.0 0.447
H 0.675 3.977 -1.492 0.0 0.0 0.1 0.371
H 1.743 3.063 -0.454 0.0 0.0 -0.1 0.124
H -0.541 2.215 -0.300 0.0 0.0 0.0 0.065
H 0.540 0.978 -0.902 0.0 0.0 0.0 0.430
H -1.547 0.888 -2.120 0.1 0.0 0.0 0.360
H -0.282 1.365 -3.234 0.0 0.0 0.1 0.408
H -2.290 3.259 -1.896 0.0 0.0 0.0 0.246
H -2.337 2.705 -3.575 0.0 0.1 0.1 0.387
H -1.033 3.765 -3.040 -0.1 0.0 0.1 0.353
C -4.940 -2.414 1.438 0.0 -0.1 0.2 -1.112
C -5.397 -0.982 1.680 0.0 0.0 -0.2 -0.562
C -4.824 0.011 0.668 0.0 0.1 0.0 -0.990
C -3.298 0.140 0.672 0.0 -0.1 0.0 0.908
C -2.682 0.543 2.013 0.1 0.1 -0.1 -0.545
C -3.131 1.917 2.491 0.0 0.0 0.2 -1.260
H -3.857 -2.515 1.538 -0.1 0.0 0.0 0.263
H -5.403 -3.086 2.167 0.1 0.0 -0.1 0.425
H -5.229 -2.750 0.438 0.1 0.0 0.0 0.263
H -5.140 -0.682 2.700 0.0 0.0 0.0 0.275
H -6.490 -0.950 1.617 0.1 0.0 0.0 0.363
H -5.275 0.993 0.846 0.0 0.0 0.0 0.404
H -5.142 -0.285 -0.339 0.0 0.0 0.1 0.372
H -3.011 0.879 -0.086 0.0 0.0 0.0 -0.177
H -2.851 -0.807 0.351 0.0 0.0 0.0 -0.428
H -1.592 0.551 1.905 -0.1 -0.1 0.0 0.405
H -2.908 -0.206 2.779 0.0 0.0 0.0 0.387
H -2.873 2.687 1.760 -0.1 0.0 0.0 0.264
H -2.637 2.168 3.434 -0.1 0.1 -0.1 0.392
H -4.210 1.952 2.665 0.0 0.0 0.0 0.312
C -0.982 -3.835 -0.702 0.2 0.0 -0.1 -0.789
C -1.793 -4.728 -1.630 -0.1 0.1 0.1 -0.484
C -3.079 -5.254 -0.989 0.0 -0.1 -0.1 -0.308
C -2.879 -6.145 0.241 0.1 0.1 0.1 -0.575
C -2.014 -7.386 0.011 -0.1 0.0 0.1 -0.493
C -2.609 -8.352 -1.004 0.2 -0.1 0.0 -1.194
H -0.643 -4.375 0.186 0.0 0.1 0.0 0.295
H -0.094 -3.461 -1.219 -0.1 0.0 0.1 0.393
H -1.572 -2.972 -0.377 0.0 0.0 0.0 -0.064
H -1.171 -5.558 -1.978 0.0 0.0 0.0 0.286
H -2.062 -4.151 -2.521 0.0 -0.1 0.0 0.359
H -3.650 -5.800 -1.747 0.0 0.0 0.1 0.335
H -3.704 -4.402 -0.699 0.1 0.0 0.0 -0.014
H -3.864 -6.460 0.603 0.0 0.0 0.0 0.403
H -2.438 -5.555 1.051 0.0 0.0 0.0 0.308
H -1.902 -7.911 0.966 0.0 0.1 0.0 0.368
H -1.006 -7.099 -0.301 0.0 0.0 0.0 0.255
H -3.600 -8.689 -0.687 0.0 0.0 -0.1 0.289
H -1.970 -9.234 -1.105 -0.1 0.0 0.0 0.376
H -2.699 -7.896 -1.992 0.0 0.0 0.0 0.282
```
Positions in Å, forces in eV/Å.

---

# 3
The following is a quantum chemistry calculation of C26H50NP3ReS as an isolated structure in a non-equilibrium geometry, from the OMol25 dataset.

## Properties
- Frontier orbital gap (alpha / beta): 5.5 / 4.8 eV
- Total charge: +4
- Energy: -2574.35286 Eh
- Multiplicity: 4
- Relative energy (zero: lowest compared OMol25 entry of this formula, charge and spin): 81.1 kJ/mol

Structure (XYZ):
```
82
Properties=species:S:1:pos:R:3:forces:R:3:lowdin_spin:R:1
Re 0.096 -0.051 0.059 -3.1 1.2 -0.4 1.098
P 0.901 -0.318 2.310 1.2 -0.2 2.9 0.067
P 1.747 1.610 -0.160 3.0 2.5 0.3 0.025
P -0.605 -2.300 0.243 0.1 -4.0 0.0 0.021
H 2.269 -1.510 -6.372 -0.4 -0.3 0.1 0.012
C 1.298 -2.000 -6.239 1.6 -1.0 -0.4 0.249
C 0.203 -1.235 -6.164 -0.7 1.8 -0.3 0.212
H 0.384 -0.167 -6.392 -0.5 -0.6 0.1 0.005
C 2.592 -1.037 2.569 0.0 -0.1 -0.5 0.018
C 1.064 1.222 3.322 -0.1 0.1 -0.2 0.021
C 0.067 -1.352 3.610 -0.3 -0.1 -0.2 0.007
C 1.980 2.434 -1.778 -0.4 -0.3 -0.8 0.015
C 1.569 3.141 0.887 -0.7 0.0 0.2 0.002
C 3.494 1.193 0.240 0.0 -0.7 0.0 0.005
C -1.251 -3.147 -1.253 -0.1 0.1 -0.4 0.012
C -2.053 -2.649 1.329 -0.2 0.6 0.4 -0.005
C 0.638 -3.532 0.827 0.3 0.0 0.0 0.011
H 1.342 -3.085 -6.283 -0.4 0.1 0.2 0.009
H -0.833 -1.545 -6.045 0.3 -0.2 0.1 0.007
H 2.759 -1.143 3.653 -0.2 0.1 -0.4 0.002
H 3.373 -0.386 2.161 -0.3 -0.3 0.1 0.000
H 2.664 -2.028 2.098 0.1 0.3 0.2 0.000
H 1.184 0.944 4.380 0.0 0.0 -0.4 0.002
H 0.162 1.843 3.216 0.4 -0.1 0.1 0.000
H 1.945 1.801 3.013 -0.4 -0.2 0.2 0.000
H 0.625 -1.204 4.546 -0.1 -0.1 -0.4 0.000
H 0.089 -2.420 3.363 0.0 0.4 0.2 0.000
H -0.966 -1.038 3.799 0.3 -0.2 0.0 0.000
H 2.699 3.264 -1.689 -0.2 -0.3 0.3 0.000
H 1.032 2.838 -2.156 0.2 -0.1 0.1 0.001
H 2.364 1.740 -2.536 0.0 0.1 0.3 0.003
H 2.473 3.300 1.491 -0.2 -0.1 -0.3 0.000
H 0.710 3.064 1.559 0.2 0.1 -0.1 0.000
H 1.401 4.029 0.261 0.1 -0.4 0.0 0.000
H 4.175 1.746 -0.423 -0.3 0.0 0.2 0.000
H 3.665 0.120 0.085 0.1 0.3 0.0 0.001
H 3.729 1.458 1.282 -0.1 -0.1 -0.4 0.000
H -1.605 -4.157 -0.989 0.2 0.4 0.1 -0.001
H -0.493 -3.246 -2.039 -0.1 0.0 0.2 0.004
H -2.096 -2.590 -1.675 0.1 -0.1 0.1 0.003
H -2.409 -3.671 1.142 0.3 0.2 -0.2 -0.001
H -2.874 -1.963 1.098 0.1 -0.2 -0.1 0.000
H -1.819 -2.571 2.393 0.0 0.0 -0.2 0.000
H 0.375 -4.534 0.451 -0.1 0.4 0.1 0.002
H 0.696 -3.586 1.922 0.0 0.0 -0.4 0.000
H 1.635 -3.281 0.442 -0.3 -0.1 0.0 0.001
C 1.140 -0.733 -3.201 0.7 -1.1 -0.1 0.196
C 1.942 -1.870 -2.939 0.1 0.5 0.2 0.022
C 3.267 -1.842 -3.346 -0.4 -0.5 0.2 0.053
C 3.732 -0.845 -4.211 0.3 1.1 -0.4 0.062
C 2.871 0.183 -4.641 0.4 -0.8 0.0 0.000
C 1.567 0.214 -4.150 -0.1 0.3 -1.0 0.137
S -0.291 -0.344 -2.324 -1.5 0.7 0.3 0.442
H 1.276 -0.655 -0.887 1.1 0.1 0.3 0.038
H 1.527 -2.712 -2.385 0.3 0.3 0.1 -0.002
H 3.951 -2.610 -2.989 -0.2 0.0 -0.3 0.002
H 4.773 -0.902 -4.576 -0.7 0.2 0.2 0.002
H 3.185 0.885 -5.409 0.0 0.0 0.2 -0.001
H 0.810 0.913 -4.516 0.6 0.3 0.4 0.003
C -4.546 0.613 1.387 -0.6 0.2 -0.4 0.001
N -3.862 0.695 2.701 0.3 0.6 0.3 0.001
C -4.398 -0.333 3.635 0.0 -0.4 0.4 0.000
C -2.339 0.725 2.580 -0.4 -0.5 0.5 0.012
C -1.953 1.800 1.618 0.6 1.1 1.0 0.055
C -2.253 3.124 2.007 -0.1 -0.9 -0.2 0.000
C -2.180 4.152 1.058 0.3 0.1 0.0 0.039
C -1.831 3.830 -0.260 -0.3 -0.1 -0.4 -0.001
C -1.468 2.519 -0.607 0.2 1.1 0.3 0.032
C -1.319 1.523 0.378 -0.2 -0.8 -0.9 0.087
H -4.148 -0.216 0.795 0.0 0.2 0.2 0.000
H -4.409 1.559 0.860 0.0 -0.2 0.0 0.000
H -5.617 0.459 1.579 0.4 0.0 -0.2 0.000
H -4.096 1.615 3.108 -0.1 -0.4 -0.2 0.000
H -4.140 -1.341 3.287 0.0 0.3 0.0 0.000
H -3.990 -0.175 4.635 0.0 0.0 -0.1 0.000
H -5.487 -0.225 3.654 0.3 -0.1 0.1 0.000
H -1.958 0.904 3.595 -0.2 0.0 -0.2 0.001
H -2.054 -0.289 2.278 -0.1 0.4 -0.1 0.004
H -2.555 3.328 3.052 0.0 0.0 -0.7 0.000
H -2.410 5.182 1.357 0.1 -0.4 -0.3 0.002
H -1.856 4.597 -1.040 -0.1 -0.2 0.3 0.000
H -1.270 2.267 -1.640 0.3 0.2 0.0 0.004
```
Positions in Å, forces in eV/Å.